[1]
The following is a quantum chemistry calculation of an isolated ion of composition C7H14NOS and charge +1 at a distorted geometry, from the OMol25 dataset.

Summary:
Total charge: +1
HOMO, eV: -14.39
Gap between HOMO and LUMO, Eh: 0.37480

Each line ends with the Löwdin charge.
Geometry (Å):
C: -0.3602 -1.2075 0.1253  -0.048
C: 1.0034 -1.8589 0.0654  -0.067
C: 2.0395 -0.7904 -0.3670  -0.159
C: 1.7405 0.5071 0.3718  -0.123
C: 0.3216 1.0399 -0.0277  -0.321
C: 0.3548 1.5704 -1.4970  -0.042
C: -2.6369 0.2758 1.4607  -0.176
N: -0.6381 -0.0011 -0.0355  -0.216
O: -2.9160 -0.9481 -0.7078  -0.432
S: -2.3627 0.3492 -0.3287  1.044
H: -1.1547 -1.8276 0.3332  0.111
H: 1.2459 -2.4099 0.9793  0.137
H: 0.7981 -2.6701 -0.7500  0.179
H: 3.0222 -1.1500 -0.2068  0.113
H: 1.9705 -0.6586 -1.4090  0.093
H: 1.9116 0.4639 1.4897  0.144
H: 2.4799 1.3025 0.2178  0.129
H: -0.0323 1.9180 0.6730  0.192
H: 1.0495 1.0765 -2.1951  0.089
H: 0.7342 2.6191 -1.4415  0.106
H: -0.5070 1.5881 -2.1422  0.066
H: -3.7392 0.4656 1.6777  0.113
H: -2.0117 0.9800 1.9729  0.057
H: -2.3128 -0.6340 1.7415  0.009

=====

[2]
The following is a quantum chemistry calculation of a 2-piece molecular cluster, C7H14O overall at a distorted geometry, from the OMol25 dataset.

Summary:
Total charge: 0
HOMO, eV: -9.33
Gap between HOMO and LUMO, Eh: 0.37694
SMILES string: C=C[C@@H](C)C(=C)C.O

Each line ends with the Löwdin charge.
Geometry (Å):
C: 0.3662 -0.6526 -0.2236  -0.354
C: -0.1468 0.6774 0.2871  -0.359
C: 0.0646 -1.0377 -1.6364  -0.044
C: 1.0858 -1.4552 0.5853  0.011
C: -1.5342 1.0412 -0.2445  -0.058
C: 0.8740 1.7195 -0.0857  -0.154
C: 1.6766 2.3180 0.7762  0.017
O: -1.7299 -2.0914 0.9297  -0.111
H: -2.0691 -2.8313 1.4487  0.029
H: -0.1965 0.6231 1.3788  0.139
H: 0.9213 1.9706 -1.1383  0.108
H: 0.6485 -1.9074 -1.9357  0.083
H: -0.9906 -1.2783 -1.7483  0.087
H: 1.6170 -2.3058 0.1848  0.071
H: 0.2913 -0.2116 -2.3110  0.085
H: -0.6904 -2.0570 0.9827  0.039
H: 1.4287 -1.1038 1.5470  0.076
H: -1.5207 1.2040 -1.3199  0.076
H: -2.2325 0.2397 -0.0137  0.069
H: -1.8775 1.9571 0.2334  0.083
H: 1.6433 2.0969 1.8316  0.058
H: 2.3709 3.0848 0.4718  0.051

=====

[3]
The following is a quantum chemistry calculation of a 2-piece molecular cluster, C7H14O overall at a distorted geometry, from the OMol25 dataset.

Summary:
Total charge: 0
HOMO, eV: -9.07
Gap between HOMO and LUMO, Eh: 0.36027
SMILES string: C=C(C)C.C=C(C)O

Each line ends with the Löwdin charge.
Geometry (Å):
C: 0.2583 -0.3221 3.0769  -0.091
C: -1.0565 0.0505 2.4831  -0.431
C: -1.9146 0.9501 3.1100  0.037
C: -1.4716 -0.5516 1.1894  -0.093
H: 0.3330 -1.4155 3.1954  0.082
H: 0.5291 0.2209 4.0252  0.093
H: 1.0412 -0.0637 2.3528  0.072
H: -2.8290 1.2480 2.5942  0.046
H: -1.6794 1.4903 4.0491  0.059
H: -2.4293 -0.1195 0.8026  0.092
H: -1.6544 -1.6268 1.2487  0.079
H: -0.6559 -0.4528 0.4363  0.067
C: 1.1819 0.1493 -4.3442  0.051
C: 0.9139 0.0513 -3.0380  -0.460
O: -0.4293 -0.1801 -2.6894  -0.007
C: 1.8030 0.1805 -1.8764  -0.048
H: 2.1473 0.4971 -4.7057  0.059
H: 0.3208 0.1096 -5.0414  0.077
H: -0.5135 -0.7893 -1.9711  0.063
H: 2.7311 0.4980 -2.3251  0.078
H: 1.4265 0.8770 -1.1320  0.088
H: 1.9474 -0.8013 -1.4404  0.086

=====

[4]
The following is a quantum chemistry calculation of a 2-piece molecular cluster, C7H14O overall at a distorted geometry, from the OMol25 dataset.

Summary:
Total charge: 0
HOMO, eV: -8.81
Gap between HOMO and LUMO, Eh: 0.35925
SMILES string: C=C(/C=C/C)CC.O

Each line ends with the Löwdin charge.
Geometry (Å):
C: -0.8107 2.0821 -0.4519  -0.089
C: 0.5088 1.5231 -0.9129  -0.252
C: 1.1708 0.4772 -0.1233  -0.330
C: 2.2047 0.7669 0.6164  0.032
C: -0.9479 -2.8982 -0.5633  -0.091
C: -0.3644 -1.5178 -0.7733  -0.153
C: 0.6896 -1.0236 -0.1152  -0.064
H: -0.9727 2.9455 -0.9802  0.041
H: -0.7569 2.3256 0.6213  0.080
H: -1.6801 1.4162 -0.4366  0.079
H: 0.4593 1.0738 -1.8982  0.107
H: 1.1631 2.3896 -1.1454  0.127
H: 2.9579 1.4723 0.5069  0.040
H: 2.5613 0.0571 1.4445  0.091
H: -1.1164 -3.4594 -1.4498  0.056
H: -0.4152 -3.3987 0.1858  0.052
H: -2.0182 -2.8249 -0.2376  0.093
H: -0.9365 -0.8781 -1.4762  0.112
H: 1.1993 -1.5473 0.6971  0.105
H: -0.9796 -0.0027 1.4564  -0.027
H: -0.7069 0.8569 2.6869  0.001
O: -1.2091 0.1644 2.3487  -0.010

=====

[5]
The following is a quantum chemistry calculation of one molecule with the formula C7H14O at a distorted geometry, from the OMol25 dataset.

Summary:
Total charge: 0
HOMO, eV: -9.08
Gap between HOMO and LUMO, Eh: 0.36286
SMILES string: CCC[C@@H](C)C(C)=O

Each line ends with the Löwdin charge.
Geometry (Å):
C: -1.6673 -1.1773 1.1245  -0.094
C: -2.1975 -0.2962 -0.2418  -0.224
C: -1.0181 0.2739 -1.0745  -0.220
C: 0.2149 0.8287 -0.3868  -0.380
C: 0.2092 2.1823 0.3561  -0.049
C: 1.2601 -0.1457 -0.0431  -0.425
C: 1.6291 -1.4526 -0.7726  -0.010
H: -2.3846 -0.9917 2.0683  0.081
H: -0.6417 -0.9775 1.4792  0.027
H: -1.7136 -2.4238 1.1018  0.101
H: -2.6905 0.5934 0.1844  0.077
H: -2.8585 -0.7358 -1.0595  0.110
H: -1.6639 1.3281 -1.2647  0.154
H: -0.7882 -0.4101 -2.1662  0.189
H: 0.6864 0.9379 -1.2809  0.095
H: -0.3166 2.1583 1.2942  0.048
H: -0.1972 3.1605 -0.2266  0.129
H: 1.1973 2.3712 0.9660  0.112
H: 2.3250 -1.8741 -0.1987  0.009
H: 2.1748 -1.0996 -1.8165  0.142
H: 0.5156 -1.9408 -0.8641  0.129
O: 1.9716 -0.1718 1.0016  0.001

=====

[6]
The following is a quantum chemistry calculation of C7H14O2 as an isolated structure at a distorted geometry, from the OMol25 dataset.

Summary:
Total charge: 0
HOMO, eV: -9.52
Gap between HOMO and LUMO, Eh: 0.37515

Each line ends with the Löwdin charge.
Geometry (Å):
C: -1.1618 -0.9003 -0.2271  -0.472
C: -0.2264 0.3356 -0.1833  -0.318
C: 1.1600 0.1846 0.3269  -0.410
C: -0.5234 -0.4164 -1.4749  0.011
C: -0.7544 -2.2065 0.4074  0.005
C: -0.9138 1.6681 0.0223  -0.031
C: 1.5584 1.1223 1.4449  -0.004
O: -2.5297 -0.6365 -0.1340  0.021
O: 1.8448 -0.8035 0.0778  0.000
H: -2.8173 -0.7629 0.7775  0.110
H: 2.7300 0.1373 -1.7439  0.032
H: 2.8233 0.7069 -2.2948  0.057
H: -1.1400 0.0938 -2.1980  0.123
H: 0.2875 -1.0021 -1.8804  0.112
H: 0.3091 -2.3771 0.2888  0.074
H: -1.0101 -2.2146 1.4667  0.088
H: -1.3006 -3.0198 -0.0658  0.091
H: -1.0484 1.8952 1.0791  0.082
H: -1.8994 1.6445 -0.4364  0.083
H: -0.3395 2.4723 -0.4353  0.089
H: 1.5968 2.1454 1.0723  0.085
H: 0.8356 1.1047 2.2598  0.090
H: 2.5193 0.8290 1.8505  0.083

=====

[7]
The following is a quantum chemistry calculation of a 2-piece molecular cluster, C7H14O2 overall, from the OMol25 dataset.

Summary:
Total charge: 0
HOMO (alpha / beta), eV: -8.14 / -8.14
Gap between HOMO and LUMO (alpha / beta), Eh: 0.30262 / 0.30258

Each line ends with the Löwdin charge.
Geometry (Å):
C: 0.6041 1.2773 -0.3212  -0.355
C: -1.6653 0.7731 0.1005  -0.006
C: -0.3936 -0.6823 1.3501  -0.131
C: -1.3734 -2.3668 -0.3700  -0.009
C: 1.5616 1.9336 0.6725  -0.105
C: 1.2854 0.4808 -1.4298  -0.104
C: -0.3415 -1.9924 0.6795  -0.449
O: -1.4978 0.1654 1.2553  -0.097
O: 0.5621 -2.7636 0.9642  0.045
H: 0.0094 2.0674 -0.7777  0.094
H: -2.3196 1.6351 0.1505  0.106
H: -1.6150 0.2134 -0.8253  0.085
H: -0.0572 -0.7227 2.3801  0.136
H: 0.2764 0.2584 0.4725  0.090
H: -1.4458 -3.4526 -0.3995  0.087
H: -1.0386 -2.0257 -1.3534  0.081
H: -2.3555 -1.9340 -0.1714  0.077
H: 2.2250 1.1923 1.1257  0.080
H: 1.9345 1.1243 -2.0328  0.076
H: 1.0140 2.4261 1.4792  0.077
H: 2.1801 2.6896 0.1773  0.075
H: 1.8959 -0.3272 -1.0187  0.082
H: 0.5549 0.0308 -2.1076  0.066

=====

[8]
The following is a quantum chemistry calculation of a 2-piece molecular cluster, C7H14O2 overall at a distorted geometry, from the OMol25 dataset.

Summary:
Total charge: 0
HOMO, eV: -9.12
Gap between HOMO and LUMO, Eh: 0.36210
SMILES string: CC(=O)CC(C)=O.CC

Each line ends with the Löwdin charge.
Geometry (Å):
C: -1.0677 0.7441 -1.7849  -0.152
C: -0.5892 -1.7596 -0.1437  -0.009
C: -0.0248 0.4974 -2.8619  -0.146
C: -0.7673 -0.3407 0.2972  -0.468
O: -1.6579 0.0828 0.9818  0.062
H: -1.9169 0.0699 -1.8682  0.091
H: -1.4677 1.7562 -1.7985  0.087
H: -1.5667 -2.2041 -0.3262  0.097
H: -0.0982 -2.3222 0.6482  0.093
H: 0.0224 -1.8250 -1.0372  0.078
H: 0.3773 -0.5111 -2.8050  0.056
H: 0.8126 1.1888 -2.7640  0.071
H: -0.4588 0.6324 -3.8543  0.068
C: 0.9188 0.3759 0.5674  -0.030
C: 0.7100 0.5648 3.0834  -0.011
C: 1.2071 -0.2255 1.9016  -0.499
O: 1.7248 -1.3204 2.0073  0.061
H: 1.2181 1.5289 3.1353  0.087
H: 1.6047 0.0093 -0.1921  0.109
H: -0.3719 0.8256 -0.7502  0.083
H: 0.8599 1.4622 0.6034  0.109
H: -0.3579 0.7545 2.9553  0.080
H: 0.8891 0.0159 4.0051  0.085

=====

[9]
The following is a quantum chemistry calculation of C7H14O2S as an isolated structure at a distorted geometry, from the OMol25 dataset.

Summary:
Total charge: 0
HOMO, eV: -9.23
Gap between HOMO and LUMO, Eh: 0.33747

Each line ends with the Löwdin charge.
Geometry (Å):
C: 0.1141 -0.1957 -0.8735  -0.412
C: 0.0588 -0.2709 0.4751  -0.439
C: 0.6313 -1.2704 -1.7611  -0.043
C: -0.2200 1.0073 -1.6539  -0.062
C: 0.5267 -1.4235 1.3407  -0.056
C: -2.2369 0.3772 1.2959  -0.057
C: -0.7154 0.7925 1.1801  -0.234
O: 1.9107 2.1433 0.1222  -0.409
O: 2.7735 0.0360 -0.7371  -0.440
S: 2.1729 0.7448 0.3749  0.892
H: 0.6443 -2.2669 -1.3235  0.081
H: 1.6741 -0.8703 -1.9214  0.088
H: -0.1022 -1.3541 -2.5784  0.101
H: 0.6140 1.0257 -2.4123  0.108
H: -0.1100 1.9415 -1.0623  0.063
H: -1.3030 0.9905 -2.1660  0.150
H: -0.2006 -2.0251 1.8059  0.072
H: 1.0203 -1.0411 2.2215  0.071
H: 1.3050 -1.9851 0.8451  0.078
H: -2.3709 -0.3717 2.0382  0.054
H: -2.4704 -0.0331 0.2610  0.097
H: -2.9010 1.1642 1.5190  0.048
H: -0.3269 1.0165 2.2373  0.130
H: -0.4886 1.8682 0.7726  0.119

=====

One value per record, in order, for energy relative to the best compared isomer or geometry (same formula, charge and spin): 101.0; 146.9; 181.9; 230.4; 523.9; 186.4; 462.7; 257.2; 295.7 kJ/mol.